C5H11O2 | ωB97M-V with the def2-TZVPD basis set

XYZ file:
```
18
Properties=species:S:1:pos:R:3:lowdin_charge:R:1
C 0.238 2.232 -0.895 -0.182
C 0.442 2.867 0.469 -0.174
C -0.592 0.818 -0.651 -0.718
O -1.117 0.778 0.490 -0.101
O -0.548 -0.058 -1.516 -0.078
H -0.247 2.819 -1.655 0.070
H 1.230 1.886 -1.260 0.085
H 1.006 3.820 0.445 0.052
H 1.033 2.228 1.110 0.060
H -0.550 3.047 0.871 0.056
C 0.498 -2.416 0.860 -0.170
C -0.681 -2.701 -0.126 -0.205
H 0.126 -2.036 1.811 0.053
H 0.891 -3.452 0.864 0.046
H 1.136 -1.675 0.349 0.061
H -0.348 -2.694 -1.166 0.047
H -1.345 -1.791 -0.027 0.056
H -1.172 -3.669 0.028 0.042
```

Calculated values
* total charge: -1
* orbital gap: 8.1287 eV
* HOMO energy: -3.9 eV
* energy: -9459.3183 eV
* energy relative to the best compared isomer or geometry (same formula, charge and spin): 16.4 kcal/mol
* LUMO level: 4.23 eV

***

C5H11O2 | ωB97M-V with the def2-TZVPD basis set

XYZ file:
```
18
Properties=species:S:1:pos:R:3:lowdin_charge:R:1
C -1.253 -1.348 0.305 -0.521
O -2.071 -2.330 -0.295 -0.436
C -1.199 -0.055 -0.558 -0.279
C -0.500 1.154 0.060 -0.245
C 0.826 0.706 0.847 -0.197
C 1.720 -0.210 -0.017 -0.221
O 2.076 0.437 -1.375 -0.135
H -0.194 -1.576 0.562 0.051
H -1.845 -0.975 1.232 0.096
H -2.348 0.259 -0.711 0.129
H -0.894 -0.336 -1.643 0.113
H -0.322 1.965 -0.659 0.088
H -1.189 1.485 0.885 0.099
H 0.480 0.210 1.760 0.095
H 1.475 1.627 1.091 0.119
H 1.428 -1.276 -0.377 0.133
H 2.643 -0.313 0.550 0.086
H 1.168 0.578 -1.658 0.023
```

Calculated values
* total charge: -1
* orbital gap: 6.0341 eV
* HOMO energy: -2.3 eV
* energy: -9456.4495 eV
* SMILES string: [O-]CCCCCO
* energy relative to the best compared isomer or geometry (same formula, charge and spin): 82.5 kcal/mol
* LUMO level: 3.77 eV

***

C5H11O2 | ωB97M-V with the def2-TZVPD basis set

XYZ file:
```
18
Properties=species:S:1:pos:R:3:lowdin_charge:R:1
C 0.245 -2.022 0.366 -0.557
O 0.218 -3.324 -0.014 -0.395
C -0.826 -1.166 -0.384 -0.232
C -1.114 0.196 0.235 -0.235
C 0.161 0.944 0.655 -0.225
C 1.063 1.255 -0.512 -0.263
O 0.460 2.266 -1.356 -0.099
H 1.244 -1.580 0.130 0.075
H 0.031 -1.877 1.460 0.083
H -1.732 -1.782 -0.283 0.093
H -0.633 -1.185 -1.450 0.090
H -1.731 0.866 -0.385 0.095
H -1.706 0.044 1.139 0.093
H 0.668 0.323 1.404 0.098
H -0.069 1.899 1.152 0.102
H 1.191 0.401 -1.163 0.106
H 2.000 1.649 -0.135 0.103
H 0.531 3.092 -0.859 0.069
```

Calculated values
* total charge: -1
* orbital gap: 5.4698 eV
* HOMO energy: -2.1 eV
* energy: -9457.4690 eV
* SMILES string: [O-]CCCCCO
* energy relative to the best compared isomer or geometry (same formula, charge and spin): 59.0 kcal/mol
* LUMO level: 3.37 eV

***

C5H11O2 | ωB97M-V with the def2-TZVPD basis set

XYZ file:
```
18
Properties=species:S:1:pos:R:3:lowdin_charge:R:1
O 2.321 -2.130 -0.202 -0.153
C 1.374 -2.918 -0.421 -0.686
O 0.146 -2.734 -0.300 -0.143
H 1.679 -3.932 -0.814 0.079
C -1.536 1.741 0.142 -0.114
C -0.141 1.110 0.214 -0.499
C -0.048 0.081 1.334 -0.097
C 0.283 0.536 -1.128 -0.099
H -1.537 2.608 -0.527 0.061
H -2.282 1.042 -0.251 0.073
H -1.868 2.069 1.131 0.062
H 0.521 1.959 0.441 0.118
H 0.885 -0.473 1.243 0.060
H -0.841 -0.660 1.226 0.073
H -0.109 0.546 2.323 0.064
H 0.263 1.315 -1.898 0.064
H 1.278 0.098 -1.059 0.064
H -0.389 -0.259 -1.452 0.074
```

Calculated values
* total charge: -1
* orbital gap: 7.9017 eV
* HOMO energy: -4.0 eV
* energy: -9459.9499 eV
* energy relative to the best compared isomer or geometry (same formula, charge and spin): 1.8 kcal/mol
* LUMO level: 3.91 eV

***

C5H11O2 | ωB97M-V with the def2-TZVPD basis set

XYZ file:
```
18
Properties=species:S:1:pos:R:3:lowdin_charge:R:1
C 1.920 0.402 -0.441 -0.322
C 1.533 -0.092 0.970 -0.107
C 1.037 1.410 -1.150 -0.126
H 2.957 0.741 -0.469 0.081
H 1.991 -0.475 -1.082 0.089
H 1.029 -1.046 0.861 0.041
H 0.819 0.521 1.503 0.071
H 0.090 0.941 -1.424 0.066
H 0.763 2.319 -0.621 0.070
H 2.453 -0.196 1.542 0.057
H 1.436 1.611 -2.152 0.062
C -1.847 -1.322 0.282 -0.071
C -2.877 -0.169 0.459 -0.816
O -3.772 -0.176 -0.411 -0.114
O -2.713 0.584 1.441 -0.107
H -1.398 -1.395 -0.713 0.048
H -2.394 -2.276 0.410 0.057
H -1.028 -1.382 0.994 0.021
```

Calculated values
* total charge: -1
* orbital gap: 7.5233 eV
* HOMO energy: -3.9 eV
* energy: -9459.5375 eV
* energy relative to the best compared isomer or geometry (same formula, charge and spin): 11.3 kcal/mol
* LUMO level: 3.63 eV

***

C5H11O2 | ωB97M-V with the def2-TZVPD basis set

XYZ file:
```
18
Properties=species:S:1:pos:R:3:lowdin_charge:R:1
C 1.822 0.216 -0.269 -0.289
C 1.247 -1.014 -1.082 -0.116
C 1.091 1.516 -0.698 -0.106
H 1.743 -0.139 0.764 0.085
H 2.872 0.388 -0.438 0.066
H 1.708 -1.146 -2.122 0.082
H 0.204 -0.829 -1.033 0.023
H 0.119 1.284 -1.029 0.032
H 0.889 2.191 0.141 0.071
H 1.488 -1.912 -0.504 0.051
H 1.643 2.082 -1.419 0.050
C -2.004 -0.804 1.572 -0.058
C -2.421 0.360 0.411 -0.775
O -2.932 1.415 0.919 -0.137
O -2.118 0.012 -0.674 -0.029
H -2.027 -0.827 2.631 -0.001
H -0.911 -0.993 1.484 0.022
H -2.413 -1.801 1.345 0.028
```

Calculated values
* total charge: -1
* orbital gap: 7.7296 eV
* HOMO energy: -3.8 eV
* energy: -9458.8000 eV
* energy relative to the best compared isomer or geometry (same formula, charge and spin): 28.3 kcal/mol
* LUMO level: 3.91 eV

***

C5H11O2 | ωB97M-V with the def2-TZVPD basis set

XYZ file:
```
18
Properties=species:S:1:pos:R:3:lowdin_charge:R:1
C 1.387 0.532 -2.332 -0.201
C -0.016 0.109 -1.953 -0.174
H 1.863 1.008 -1.446 0.067
H 2.168 -0.249 -2.556 0.061
H 1.269 1.221 -3.154 0.048
H -0.349 1.007 -1.533 0.030
H -0.084 -0.803 -1.262 0.096
H -0.526 -0.094 -2.885 0.053
C -1.107 -0.539 1.842 -0.145
C 0.355 -0.972 2.186 -0.103
C -1.174 0.805 0.962 -0.778
O -0.523 1.768 1.296 -0.055
O -2.156 0.977 0.173 -0.137
H -1.589 -1.236 1.319 0.037
H -1.711 -0.316 2.635 0.063
H 0.234 -1.917 2.367 -0.030
H 0.861 -0.371 3.012 0.087
H 1.099 -0.929 1.326 0.081
```

Calculated values
* total charge: -1
* orbital gap: 7.3704 eV
* HOMO energy: -3.4 eV
* energy: -9458.1945 eV
* energy relative to the best compared isomer or geometry (same formula, charge and spin): 42.3 kcal/mol
* LUMO level: 3.99 eV

***

C5H11O2 | ωB97M-V with the def2-TZVPD basis set

XYZ file:
```
18
Properties=species:S:1:pos:R:3:lowdin_charge:R:1
C -0.420 -2.465 -0.447 -0.165
C 0.704 -2.356 -1.520 -0.177
H 0.069 -2.887 0.438 0.067
H -0.559 -1.447 -0.163 0.003
H -1.246 -3.001 -0.871 0.044
H 0.355 -2.041 -2.472 0.028
H 1.153 -3.349 -1.757 0.053
H 1.417 -1.652 -1.089 0.062
C -0.038 2.297 1.218 -0.188
C -0.674 2.360 -0.190 -0.125
C 0.502 0.874 1.585 -0.732
O -0.138 -0.125 1.215 -0.081
O 1.575 0.955 2.245 -0.110
H 0.824 2.958 1.302 0.081
H -0.766 2.609 1.986 0.092
H -0.966 1.404 -0.625 0.056
H -0.164 3.007 -0.878 0.041
H -1.631 2.860 0.023 0.049
```

Calculated values
* total charge: -1
* orbital gap: 7.9487 eV
* HOMO energy: -3.9 eV
* energy: -9459.3571 eV
* energy relative to the best compared isomer or geometry (same formula, charge and spin): 15.5 kcal/mol
* LUMO level: 4.08 eV

***

C5H11O2 | ωB97M-V with the def2-TZVPD basis set

XYZ file:
```
18
Properties=species:S:1:pos:R:3:lowdin_charge:R:1
C 1.008 -0.864 -3.002 -0.070
C 0.095 -0.217 -1.935 -0.774
O -1.018 -0.645 -1.565 -0.079
O 0.677 0.808 -1.496 -0.117
H 0.613 -1.806 -3.365 0.039
H 2.084 -0.996 -2.785 0.057
H 1.143 -0.194 -3.869 0.054
C -0.498 0.923 1.405 -0.268
C 0.948 0.404 1.729 -0.113
C -1.639 -0.078 1.835 -0.149
H -0.732 1.912 1.993 0.107
H -0.401 1.046 0.309 0.054
H 1.197 0.066 2.620 0.001
H 1.642 1.110 1.512 0.025
H -2.206 -0.432 0.812 0.105
H -1.471 -0.942 2.441 0.025
H 1.083 -0.360 0.968 0.074
H -2.525 0.266 2.393 0.029
```

Calculated values
* total charge: -1
* orbital gap: 8.1560 eV
* HOMO energy: -4.0 eV
* energy: -9458.4880 eV
* energy relative to the best compared isomer or geometry (same formula, charge and spin): 35.5 kcal/mol
* LUMO level: 4.19 eV

***

C5H11O2 | ωB97M-V with the def2-TZVPD basis set

XYZ file:
```
18
Properties=species:S:1:pos:R:3:lowdin_charge:R:1
C -0.793 1.091 -1.721 -0.339
C -1.526 -0.226 -1.422 -0.112
C -0.350 1.674 -0.456 -0.152
H 0.067 0.864 -2.392 0.103
H -1.476 1.868 -2.177 0.109
H -2.213 -0.108 -0.595 0.071
H -0.199 1.126 0.347 -0.007
H 0.765 1.961 -0.654 0.107
H -0.940 -1.071 -1.230 0.049
H -2.172 -0.275 -2.329 0.067
H -0.928 2.529 -0.104 0.075
C 1.883 -1.169 1.303 -0.050
C 0.821 -1.524 2.414 -0.830
O 1.382 -1.891 3.447 -0.104
O -0.397 -1.275 2.286 -0.111
H 1.670 -0.133 1.347 0.037
H 1.618 -1.768 0.403 0.054
H 2.789 -1.673 1.534 0.033
```

Calculated values
* total charge: -1
* orbital gap: 7.2573 eV
* HOMO energy: -3.6 eV
* energy: -9458.2210 eV
* energy relative to the best compared isomer or geometry (same formula, charge and spin): 41.7 kcal/mol
* LUMO level: 3.67 eV